# C9H10I2N2O5PS2

2 unconnected molecules or ions with the total composition C9H10I2N2O5PS2 at a distorted geometry (wB97M-V/def2-TZVPD, the OMol25 dataset).

Results
HOMO ... -0.1090 Ha
Total charge ... -1
Multiplicity ... 1

The geometry in XYZ format:
```
31
Properties=species:S:1:pos:R:3:forces:R:3
O 4.682597 4.827920 2.138494 -0.061 -0.029 -0.107
H -1.950870 -3.472374 -0.503881 -0.032 -0.194 -0.062
S 3.526953 3.909016 2.180169 -0.097 0.290 -0.065
H -3.483973 -1.847606 0.468503 -0.225 0.090 -0.227
O 2.293784 4.734810 2.275261 -0.015 -0.102 0.078
C 1.373520 0.223081 -2.087232 -0.222 -0.725 -0.135
H -0.174400 -1.202616 2.200534 0.260 -0.213 -0.351
N 0.535271 -1.973124 -2.090019 0.015 -0.259 0.066
C -2.223343 -1.735101 2.136753 0.101 -0.036 -0.148
C 0.798578 1.212921 -3.069474 0.308 -0.162 0.515
C -1.537005 -1.414748 -0.248499 0.820 0.436 -0.661
H -0.805662 -2.356071 3.501542 0.072 0.364 0.462
C -0.644270 -0.368006 -0.674198 -0.659 -0.656 -0.497
C -2.629813 -1.241367 0.754857 0.203 -0.146 0.862
C 0.363987 -0.779630 -1.588949 0.435 0.509 -0.116
I -0.116155 -4.768593 -2.455574 0.057 0.125 -0.027
H 1.860838 0.732009 -1.258875 -0.066 0.433 0.071
O 3.489438 3.119822 0.927839 0.122 -0.219 -0.009
O 1.030197 2.357033 -3.052695 0.115 1.048 -0.287
H -2.943791 -0.207116 0.828042 -0.227 0.175 -0.159
C -0.994433 -1.756895 2.625624 -0.151 -0.195 0.049
O 3.607872 3.016751 3.346984 -0.117 -0.199 -0.069
C -1.320499 -2.647665 -0.794079 -0.740 -0.121 0.592
H -2.140601 1.536100 0.083147 -0.072 -0.025 -0.493
H -0.335490 2.198613 -1.015574 -0.235 -0.212 -0.378
N -0.339936 -2.920830 -1.683322 0.137 0.354 0.051
H -3.018119 -2.128745 2.755049 -0.196 -0.324 -0.151
I -0.469709 0.438566 -4.639743 -0.195 -0.293 -0.157
S 0.186265 1.539981 1.624437 0.084 -0.046 -0.044
H 2.142010 -0.312262 -2.637195 0.117 -0.182 -0.080
P -0.763243 1.286124 -0.047924 0.463 0.514 1.478
```
Positions in Å, forces in eV/Å.